[1]
# C2H5N3O3

C2H5N3O3 in the gas phase at a distorted geometry (ωB97M-V with the def2-TZVPD basis set, the Open Molecules 2025 dataset).

The geometry in XYZ format:
```
13
Properties=species:S:1:pos:R:3:forces:R:3
C 0.470562 0.536823 0.283508 2.83 -0.96 -1.01
C -0.856317 -2.136456 -0.506457 0.83 -3.74 -2.58
H -1.387668 2.601492 1.169431 1.46 -1.05 -2.97
H 0.793541 2.562129 -0.533787 -1.04 -3.09 2.66
H 2.358188 0.406396 -0.149835 -1.65 -1.41 1.65
H 0.835617 -1.560836 0.085293 -2.10 1.63 2.24
H -1.903656 -1.792843 -1.097481 2.80 -0.97 1.73
N 0.333380 1.841832 0.221909 -0.99 7.77 -1.97
N 1.553954 -0.185455 0.311823 2.77 2.78 -2.33
N -0.318436 -1.457129 0.539965 -0.08 0.26 -1.49
O -1.107335 2.331563 0.185414 1.15 0.04 2.52
O -0.666509 -0.007981 0.304915 -2.18 -4.17 1.42
O -0.105321 -3.139534 -0.814698 -3.81 2.90 0.13
```
Positions in Å, forces in eV/Å.

For the HOMO energy, the calculation gives -9.73 eV. As for the spin multiplicity: 1. The value obtained for the energy above the lowest of the compared OMol25 structures with the same formula, charge and spin is 6.6123 eV. As for the SMILES: [H]/N=C(\NO)ONC=O.

Results of the Löwdin charge analysis, in e, for atoms 1 through 6: C -0.658; C -0.303; H 0.165; H 0.230; H 0.125; H 0.197

***

[2]
# C2H5O3S3

2 unconnected molecules or ions with the total composition C2H5O3S3 at a distorted geometry (ωB97M-V with the def2-TZVPD basis set, the Open Molecules 2025 dataset).

The geometry in XYZ format:
```
13
Properties=species:S:1:pos:R:3:forces:R:3
C -0.192353 0.342340 -0.794879 1.20 3.35 -3.12
C 0.369787 -0.398840 0.322830 -2.65 -1.39 0.20
O 1.374657 -0.378510 2.658154 -0.60 1.86 -1.17
O 0.318377 1.750301 1.852348 -1.27 0.41 0.35
O 2.369334 0.978771 0.895943 0.14 -0.07 -0.49
S -2.029610 -0.839095 1.276913 2.40 1.96 0.45
S 1.137573 -1.936938 0.290554 0.10 0.07 -0.76
S 1.125981 0.611818 1.551157 2.56 -0.99 2.61
H -0.603658 1.370919 -0.430683 0.13 -2.20 -0.53
H -0.792575 -0.120298 -1.645251 0.50 0.21 1.80
H 0.749953 0.766268 -1.390464 -1.33 -0.92 1.04
H -1.447697 0.319407 1.895747 -1.26 -1.51 -0.59
H 1.861170 -1.484955 1.355000 0.08 -0.78 0.21
```
Positions in Å, forces in eV/Å.

As for the net charge: -1. For the HOMO energy (alpha / beta), the calculation gives -4.56 / -4.56 eV. As for the spin multiplicity: 1. The value obtained for the energy above the lowest of the compared OMol25 structures with the same formula, charge and spin is 1.7843 eV.

Results of the Löwdin charge analysis, in e, for atoms 1 through 6: C -0.264; C -0.896; O -0.426; O -0.341; O -0.346; S 0.197

***

[3]
# C5H8O

C5H8O in the gas phase at a distorted geometry (ωB97M-V with the def2-TZVPD basis set, the Open Molecules 2025 dataset).

The geometry in XYZ format:
```
14
Properties=species:S:1:pos:R:3:forces:R:3
O 1.443378 -0.060614 -1.668652 0.38 0.24 0.39
C 1.616345 0.559046 -0.611047 -0.02 0.22 -0.42
C 0.960036 0.194187 0.596542 0.71 -0.64 0.22
C 0.119703 -1.037473 0.561424 -0.38 -0.14 0.05
C -1.071248 -0.530945 -0.277637 0.50 -0.26 -0.67
C -1.341795 0.846748 0.092453 -1.05 0.77 -0.12
H 2.248748 1.468128 -0.579129 -0.08 -0.15 -0.11
H 1.212501 0.684532 1.535204 -0.10 0.06 -0.29
H 0.610418 -1.841642 0.003122 0.06 0.11 0.21
H -0.160035 -1.408263 1.551051 0.02 0.19 -0.07
H -0.571391 -0.464275 -1.274567 -0.55 -0.17 0.15
H -1.974930 -1.146530 -0.412271 0.25 0.00 0.21
H -2.119763 1.372185 -0.474381 0.46 0.03 0.12
H -0.971964 1.364910 0.957892 -0.19 -0.24 0.32
```
Positions in Å, forces in eV/Å.

For the HOMO energy (alpha / beta), the calculation gives -8.83 / -8.18 eV. As for the spin multiplicity: 1. The value obtained for the energy above the lowest of the compared OMol25 structures with the same formula, charge and spin is 3.9135 eV.

Results of the Löwdin charge analysis, in e, for atoms 1 through 6: O -0.013; C -0.304; C -0.077; C -0.186; C -0.277; C 0.051

***

[4]
# C4H7NO2

C4H7NO2 in the gas phase at a distorted geometry (ωB97M-V with the def2-TZVPD basis set, the Open Molecules 2025 dataset).

The geometry in XYZ format:
```
14
Properties=species:S:1:pos:R:3:forces:R:3
C 0.109959 1.570805 -0.040962 0.11 -0.35 0.30
C -1.620446 -0.304462 0.021981 0.56 0.70 -0.72
C -0.137735 0.094469 0.009160 -3.40 -0.96 -0.96
N 2.075914 -0.567793 0.030572 0.65 -0.92 -0.67
C 0.749930 -0.895845 -0.131836 1.04 1.33 2.01
O -1.878918 -1.640730 -0.013314 0.44 -0.05 0.14
O -2.538471 0.489282 0.003829 0.40 -0.24 0.26
H -2.841304 -1.760587 -0.047135 0.19 0.29 0.03
H 2.721406 -1.258334 0.372692 -0.01 0.08 -0.28
H 2.400034 0.384666 0.019181 -0.28 -0.12 0.12
H 0.481512 -1.938850 -0.073344 0.02 -0.02 -0.25
H 0.628462 1.854753 -0.956698 0.08 0.06 -0.04
H 0.701639 1.893769 0.816672 0.11 0.15 0.04
H -0.851980 2.078857 -0.010798 0.10 0.04 0.00
```
Positions in Å, forces in eV/Å.

For the HOMO energy, the calculation gives -8.37 eV. As for the spin multiplicity: 1. The value obtained for the energy above the lowest of the compared OMol25 structures with the same formula, charge and spin is 0.6557 eV. As for the SMILES: C/C(=C\N)C(=O)O.

Results of the Löwdin charge analysis, in e, for atoms 1 through 6: C -0.055; C -0.475; C -0.212; N 0.073; C -0.130; O 0.069

***

[5]
# C18H19N5O4S

C18H19N5O4S in the gas phase at a distorted geometry (ωB97M-V with the def2-TZVPD basis set, the Open Molecules 2025 dataset).

The geometry in XYZ format:
```
47
Properties=species:S:1:pos:R:3:forces:R:3
C 1.839946 3.636145 0.931019 0.21 0.04 0.15
H 1.574454 4.545757 1.466823 0.08 -0.04 -0.01
O 0.686956 3.290941 0.195185 -0.32 -0.22 -0.30
C 0.655599 2.095911 -0.456336 -0.05 -0.11 -0.09
C 1.798443 1.333391 -0.671155 0.00 0.03 -0.11
C 1.729622 0.148130 -1.388143 -0.39 0.35 0.02
C 0.519184 -0.268046 -1.909364 0.00 0.20 0.08
C -0.643776 0.464989 -1.685698 0.23 0.00 -0.12
C -0.595619 1.651442 -0.933568 -0.12 0.10 0.07
O -1.779458 2.315427 -0.747203 0.42 -0.26 -0.33
C -1.969110 3.170029 0.364887 -0.18 0.33 0.39
H -1.487599 4.137396 0.214561 -0.10 -0.10 0.02
H -3.049452 3.307723 0.425711 0.03 0.00 0.04
H -1.603536 2.719455 1.289579 -0.06 0.07 -0.11
O -1.758366 -0.106676 -2.222959 0.30 -0.02 0.32
C -2.916438 0.652378 -2.501500 -0.41 0.13 -0.17
H -3.504911 0.028602 -3.174984 0.01 0.06 0.02
H -3.494112 0.857074 -1.599092 0.05 0.00 -0.11
H -2.669165 1.593407 -2.995292 -0.02 -0.04 0.01
H 0.440948 -1.179824 -2.478279 -0.01 -0.15 -0.05
N 2.904133 -0.603587 -1.642652 -0.06 0.13 -0.71
C 3.685393 -1.278016 -0.769747 -0.07 -0.03 0.26
O 4.702829 -1.833813 -1.120487 0.26 -0.18 0.04
C 3.208525 -1.332988 0.672749 -0.16 -0.19 0.08
H 3.151859 -0.351248 1.138194 0.10 -0.02 0.00
H 3.880483 -1.980716 1.234400 -0.02 0.14 -0.10
S 1.531383 -2.049545 0.767917 0.32 -0.40 0.03
C 0.693809 -0.730239 1.496302 -0.42 0.33 0.15
N 1.281444 0.275878 2.118158 0.50 -0.85 -0.19
N 0.314579 1.076907 2.527842 -0.13 0.73 0.42
N -0.823593 0.638175 2.201710 -1.14 0.14 0.16
N -0.654417 -0.518138 1.536093 1.84 0.09 0.28
C -1.743462 -1.198212 0.977359 -0.82 -0.27 -0.29
C -2.970906 -0.542421 0.952288 0.08 0.03 -0.01
C -4.064742 -1.165776 0.385285 0.04 -0.05 0.02
C -3.941706 -2.434256 -0.157965 -0.04 -0.07 -0.05
C -2.721430 -3.085707 -0.117052 -0.07 0.01 -0.03
C -1.618587 -2.478117 0.455502 0.14 0.17 0.14
H -0.676528 -2.999827 0.496250 -0.03 -0.09 -0.02
H -2.621788 -4.077407 -0.530468 0.01 -0.09 -0.03
H -4.796485 -2.915116 -0.608494 -0.07 -0.05 -0.04
H -5.016612 -0.656637 0.363862 -0.07 0.05 0.01
H -3.047255 0.446796 1.374099 -0.03 0.06 -0.01
H 3.181356 -0.694527 -2.611818 0.09 -0.02 0.16
H 2.752658 1.667916 -0.300422 0.10 0.06 0.04
H 2.097506 2.855078 1.650650 0.01 0.03 -0.05
H 2.690510 3.840842 0.273191 -0.04 -0.01 0.02
```
Positions in Å, forces in eV/Å.

For the HOMO energy, the calculation gives -8.19 eV. As for the spin multiplicity: 1. The value obtained for the energy above the lowest of the compared OMol25 structures with the same formula, charge and spin is 1.4131 eV. As for the SMILES: COc1cc(NC(=O)CSc2nnnn2-c2ccccc2)cc(OC)c1OC.

Results of the Löwdin charge analysis, in e, for atoms 1 through 6: C -0.071; H 0.098; O -0.104; C -0.204; C 0.024; C -0.287

***

[6]
# C22H54N4O5S5

9 unconnected molecules or ions with the total composition C22H54N4O5S5 at a distorted geometry (ωB97M-V with the def2-TZVPD basis set, the Open Molecules 2025 dataset).

The geometry in XYZ format:
```
90
Properties=species:S:1:pos:R:3:forces:R:3
C -1.549830 -0.624741 1.970658 0.96 0.18 -0.02
C -1.043244 -0.986927 3.370631 0.58 -1.10 -0.62
N 0.314949 -1.582636 3.367617 0.25 0.42 -1.22
C 1.211702 -0.883140 2.455407 0.78 0.38 0.11
C 2.682251 -1.285603 2.465892 0.43 -0.18 -0.78
C 0.928560 -1.776652 4.666633 -0.61 -0.86 0.70
C -0.027310 -2.450505 5.674690 -0.57 0.26 -0.77
H -1.426245 -1.474635 1.301558 -0.60 -0.25 0.15
H -0.946509 0.132952 1.467517 -0.10 0.29 0.38
H -2.565557 -0.239122 2.020194 -0.15 -0.31 -0.07
H -1.110352 -0.126413 4.049019 -0.14 -0.07 0.18
H -1.619811 -1.863201 3.670018 -0.69 0.72 0.60
H 0.926600 -0.983088 1.409029 -0.69 -0.18 0.14
H 1.229416 0.201569 2.663032 -0.25 0.17 0.03
H 3.286868 -0.794134 3.226070 -0.15 -0.50 0.23
H 2.856820 -2.360960 2.361035 -0.18 -0.06 0.62
H 3.119004 -0.928118 1.521169 -0.10 0.30 0.07
H 1.256495 -0.827567 5.112792 0.44 0.02 -0.10
H 1.736747 -2.496503 4.535936 0.42 0.55 -0.07
H -0.541903 -1.674652 6.240902 -0.18 -0.27 0.19
H 0.417415 -3.185306 6.340367 0.41 0.29 0.10
H -0.766668 -3.008335 5.094798 -0.08 -0.01 0.20
C 0.884594 0.323734 -1.446781 -1.36 -0.75 0.18
C 0.009523 -0.851744 -1.245237 0.54 0.14 -0.21
N -0.639488 -1.771058 -1.021342 -0.10 -0.08 -0.17
H 1.661345 0.108870 -2.172702 0.14 -0.04 0.14
H 1.212961 0.579398 -0.441654 0.37 0.36 -0.19
H 0.209224 1.085305 -1.832313 0.32 0.30 0.07
C 4.337275 0.100117 -3.665702 0.44 -0.48 1.02
C 5.331629 0.003318 -4.719394 0.03 0.19 -0.38
N 6.090203 -0.096750 -5.575602 -0.06 0.03 0.18
H 3.353399 0.373753 -4.030520 -0.02 -0.05 -0.09
H 4.656630 0.759806 -2.856303 0.01 0.44 -0.40
H 4.332729 -0.859086 -3.138611 -0.43 -0.14 -0.35
C 2.553999 -3.311249 -0.929758 0.17 -0.71 0.13
C 1.810054 -4.562178 -1.018048 -0.51 -0.33 -0.15
N 1.174130 -5.519233 -1.062500 0.25 0.22 -0.02
H 1.909961 -2.610305 -0.404795 0.24 0.27 -0.05
H 2.839818 -2.985446 -1.927700 -0.18 0.20 0.01
H 3.465600 -3.533884 -0.373541 -0.03 0.33 0.13
C -2.458470 5.300011 -3.168483 0.21 -0.01 -0.11
S -2.987723 3.583046 -3.223973 -0.32 -1.03 -0.85
O -3.857406 3.339429 -4.432736 0.60 0.36 0.82
C -1.382340 2.828887 -3.576288 0.51 0.89 0.53
H -2.177082 5.749699 -4.120712 -0.30 -0.31 -0.24
H -1.565430 5.346936 -2.543137 -0.27 0.06 0.35
H -3.315285 5.806777 -2.730573 0.21 0.32 0.03
H -1.351965 1.743577 -3.513017 -0.46 -0.01 -0.33
H -0.713221 3.209198 -2.795300 -0.01 -0.03 0.01
H -1.017941 3.218409 -4.526185 -0.11 -0.27 -0.17
C -3.482721 -0.308301 -4.252278 -0.89 -0.26 0.50
S -2.077472 -1.068234 -5.116375 -0.11 0.35 0.98
O -0.923739 -0.280028 -4.570483 0.16 -0.29 -0.16
C -2.185175 -2.651023 -4.202214 -0.77 0.66 -0.78
H -3.477846 0.775900 -4.342486 0.30 0.00 -0.38
H -3.456578 -0.556185 -3.187327 0.50 0.02 -0.01
H -4.477308 -0.647106 -4.556586 0.26 -0.16 -0.52
H -2.190749 -2.418583 -3.141659 0.32 -0.23 0.09
H -1.439129 -3.360037 -4.544791 0.26 0.16 0.19
H -3.166920 -3.015719 -4.522772 0.03 -0.18 0.21
C -0.282803 4.244980 2.309125 0.11 1.43 -0.25
S -0.707678 3.772837 0.600276 -0.70 -0.25 1.44
O -0.533948 2.288047 0.604898 0.18 0.17 -0.61
C -2.504125 4.031749 0.884600 0.44 -0.68 -0.68
H -0.642264 3.549770 3.062902 0.08 -0.42 -0.33
H -0.741947 5.216580 2.522273 -0.10 -0.06 -0.13
H 0.784794 4.450118 2.375739 0.07 -0.50 0.03
H -3.048469 3.765300 -0.022615 0.17 0.08 -0.11
H -2.731194 5.056757 1.160541 0.03 -0.04 0.25
H -2.726340 3.256512 1.617587 -0.21 0.34 0.30
C 5.913008 3.135344 2.125393 -1.03 0.54 -0.21
S 4.707764 1.808604 1.804120 0.09 -0.49 0.35
O 4.499554 1.167013 3.133886 -0.04 0.27 -0.30
C 3.296645 2.920406 1.481578 0.92 0.63 0.22
H 6.876831 2.787538 2.476928 -0.09 -0.44 -0.09
H 5.421727 3.728799 2.899979 0.28 0.08 0.07
H 6.015203 3.740539 1.223225 0.15 -0.04 0.02
H 2.345851 2.454663 1.238214 0.19 -0.47 0.04
H 3.641710 3.549353 0.656374 -0.26 0.04 -0.05
H 3.207127 3.536651 2.379162 -0.18 -0.02 -0.03
C -5.070901 -4.128587 -0.158305 0.22 -0.70 0.60
S -4.045470 -3.586253 1.229630 -0.44 0.37 1.53
O -4.546619 -4.197871 2.517667 0.17 0.20 -1.10
C -2.524527 -4.431152 0.818687 -0.22 -1.43 -0.62
H -4.546407 -3.719133 -1.017781 -0.25 -0.27 -0.37
H -6.102078 -3.791899 -0.079754 0.21 0.61 0.16
H -5.150241 -5.217785 -0.112560 0.42 -0.01 -0.38
H -2.050372 -3.958037 -0.039555 0.29 0.24 0.28
H -2.710246 -5.480764 0.550924 -0.39 0.18 -0.17
H -1.903072 -4.562386 1.701777 0.09 0.89 0.07
```
Positions in Å, forces in eV/Å.

For the HOMO energy, the calculation gives -7.97 eV. As for the spin multiplicity: 1.

Results of the Löwdin charge analysis, in e, for atoms 1 through 6: C -0.099; C -0.222; N -0.182; C -0.269; C -0.109; C -0.260